No. 1
A structure of composition C34H50BN4O3P2PbS. Source: OMol25; level of theory: ωB97M-V/def2-TZVPD.

Output
HOMO-LUMO gap = 7.09 eV
strongest force on any atom = 1.46 eV/A
lowest unoccupied orbital energy = 2.3744 eV
DFT total energy = -3069.088809 Eh
charge = -1

Structure (XYZ):
```
96
Properties=species:S:1:pos:R:3:lowdin_charge:R:1
Pb 0.460 1.617 0.071 1.03
C -1.339 -0.362 3.673 -0.10
C -2.383 0.727 3.415 -0.68
C -3.767 0.193 3.784 -0.09
C -2.004 1.927 4.288 -0.10
P -2.103 1.231 1.608 1.10
C -2.866 -0.244 0.723 -0.28
N -2.080 -0.667 -0.426 -0.03
B -0.821 -0.150 -0.904 -0.64
N -0.421 -1.066 -1.950 -0.02
C 0.814 -1.119 -2.714 -0.28
P 1.966 0.281 -2.224 1.07
C 3.582 -0.671 -1.935 -0.69
C 4.619 0.356 -1.467 -0.10
C 4.144 -1.516 -3.078 -0.09
C 3.273 -1.584 -0.744 -0.11
C 2.067 1.272 -3.839 -0.69
C 2.895 0.676 -4.975 -0.10
C 2.623 2.647 -3.445 -0.11
C 0.616 1.457 -4.314 -0.11
C -1.374 -2.062 -2.070 -0.18
C -1.426 -3.167 -2.902 -0.02
C -2.509 -4.035 -2.785 -0.12
C -3.519 -3.793 -1.863 -0.12
C -3.477 -2.679 -1.027 -0.02
C -2.400 -1.814 -1.128 -0.18
C -3.299 2.623 1.151 -0.69
C -4.658 2.632 1.847 -0.10
C -2.537 3.924 1.440 -0.10
C -3.529 2.524 -0.364 -0.11
H -1.361 -0.661 4.726 0.09
H -0.352 0.035 3.447 0.05
H -1.501 -1.255 3.065 0.07
H -3.725 -0.220 4.797 0.08
H -4.089 -0.607 3.116 0.07
H -4.526 0.972 3.775 0.05
H -1.958 1.621 5.338 0.09
H -2.729 2.739 4.204 0.06
H -1.018 2.294 3.994 0.06
H -3.890 -0.002 0.423 0.09
H -2.919 -1.077 1.431 0.08
H 0.603 -1.070 -3.786 0.08
H 1.310 -2.075 -2.520 0.08
H 4.865 1.070 -2.254 0.06
H 5.540 -0.152 -1.168 0.09
H 4.240 0.911 -0.605 0.09
H 4.664 -0.912 -3.818 0.06
H 3.361 -2.086 -3.583 0.07
H 4.864 -2.230 -2.667 0.08
H 2.713 -1.035 0.010 0.05
H 4.203 -1.936 -0.289 0.09
H 2.690 -2.461 -1.028 0.08
H 3.963 0.736 -4.767 0.07
H 2.701 1.244 -5.889 0.08
H 2.633 -0.367 -5.163 0.07
H 3.617 2.572 -3.002 0.06
H 1.956 3.115 -2.723 0.04
H 2.691 3.292 -4.327 0.09
H 0.282 0.622 -4.933 0.07
H 0.537 2.369 -4.910 0.08
H -0.054 1.559 -3.462 0.04
H -0.648 -3.353 -3.632 0.10
H -2.566 -4.906 -3.426 0.09
H -4.355 -4.478 -1.798 0.09
H -4.278 -2.496 -0.322 0.10
H -4.574 2.861 2.910 0.06
H -5.172 1.675 1.729 0.07
H -5.280 3.406 1.388 0.09
H -2.218 3.991 2.481 0.07
H -3.162 4.788 1.200 0.09
H -1.646 3.976 0.816 0.05
H -4.303 1.794 -0.614 0.08
H -2.609 2.249 -0.879 0.03
H -3.835 3.497 -0.749 0.08
O 3.397 2.500 3.063 -0.03
C 2.321 1.891 2.992 -0.73
O 1.140 2.291 3.075 -0.11
C 2.430 0.348 2.856 -0.18
C 3.346 -0.328 3.705 0.01
C 3.308 -1.684 3.794 -0.01
C 2.372 -2.403 3.013 -0.16
C 2.238 -3.807 3.067 -0.05
C 1.314 -4.450 2.291 -0.10
C 0.477 -3.713 1.433 -0.07
C 0.586 -2.351 1.361 -0.03
C 1.534 -1.657 2.147 -0.24
N 1.586 -0.294 2.080 0.10
H 4.049 0.276 4.262 0.11
H 3.970 -2.227 4.460 0.11
H 2.877 -4.364 3.743 0.11
H 1.215 -5.528 2.335 0.09
H -0.266 -4.222 0.829 0.10
H -0.044 -1.760 0.714 0.08
O -1.910 5.053 -1.815 -0.59
S -0.814 4.196 -2.305 0.67
N -0.338 3.065 -1.482 -0.62
```



No. 2
An isolated molecule of C7H10. Source: OMol25; level of theory: ωB97M-V/def2-TZVPD.

Output
HOMO-LUMO gap = 8.30 eV
strongest force on any atom = 0.38 eV/A
lowest unoccupied orbital energy = 0.0075 eV
DFT total energy = -272.531644 Eh
energy relative to the best compared isomer or geometry (same formula, charge and spin) = 489.27 kJ/mol

Structure (XYZ):
```
17
Properties=species:S:1:pos:R:3:lowdin_charge:R:1
C -1.910 -0.199 -0.032 -0.08
C -1.180 0.886 -0.780 -0.08
C -0.426 -0.262 -0.193 -0.44
C 0.380 -1.366 -0.868 -0.16
C 1.289 -1.511 0.348 0.15
C 1.633 0.899 0.855 -0.06
C 0.626 -0.256 0.916 -0.36
H -2.522 -0.891 -0.604 0.10
H -2.303 0.035 0.954 0.10
H -1.286 0.932 -1.861 0.10
H -1.086 1.858 -0.299 0.10
H -0.126 -2.294 -1.175 0.12
H 0.990 -1.042 -1.729 0.13
H 2.130 0.953 -0.121 0.08
H 1.114 1.850 1.017 0.08
H 2.403 0.774 1.622 0.08
H 0.274 -0.367 1.951 0.14
```



No. 3
A cluster of 2 separate species, CH3N3O2 in total. Source: OMol25; level of theory: ωB97M-V/def2-TZVPD.

Output
HOMO-LUMO gap = 10.03 eV
strongest force on any atom = 4.55 eV/A
lowest unoccupied orbital energy = 0.1332 eV
DFT total energy = -354.484461 Eh
SMILES = [H]/N=N\[H].O=C=NO
energy relative to the best compared isomer or geometry (same formula, charge and spin) = 522.72 kJ/mol

Structure (XYZ):
```
9
Properties=species:S:1:pos:R:3:lowdin_charge:R:1
H 0.806 -0.762 -1.941 0.04
N 0.803 -0.619 -0.957 0.02
N 1.203 -1.635 -0.420 -0.01
H 1.375 -2.531 -0.809 0.04
O -1.107 2.253 -2.921 0.13
C -1.025 2.130 -1.752 -0.30
N -1.393 1.796 -0.633 0.03
O -0.874 1.608 0.598 0.02
H -0.331 0.877 0.435 0.03
```



No. 4
An isolated molecule of C4H9NO. Source: OMol25; level of theory: ωB97M-V/def2-TZVPD.

Output
HOMO-LUMO gap = 10.52 eV
strongest force on any atom = 1.06 eV/A
lowest unoccupied orbital energy = 0.8947 eV
DFT total energy = -287.798270 Eh
SMILES = CCNC(C)=O
energy relative to the best compared isomer or geometry (same formula, charge and spin) = 89.74 kJ/mol

Structure (XYZ):
```
15
Properties=species:S:1:pos:R:3:lowdin_charge:R:1
C 0.693 1.982 -0.942 -0.09
C -0.204 1.042 -0.160 -0.28
N 0.498 0.061 0.684 0.02
C -0.525 -0.865 0.975 -0.56
C -0.339 -2.259 0.438 0.00
O -1.523 -0.520 1.569 0.08
H 0.062 2.670 -1.514 0.07
H 1.353 1.464 -1.649 0.07
H 1.320 2.582 -0.273 0.08
H -0.868 1.596 0.501 0.11
H -0.886 0.422 -0.789 0.12
H 1.276 -0.361 0.181 0.11
H 0.084 -2.272 -0.575 0.08
H -1.297 -2.781 0.441 0.09
H 0.356 -2.759 1.114 0.09
```



Question: Look up the HOMO-LUMO gap of the second one.
Answer: 8.30 eV



Copy entry 3 word for word.
A cluster of 2 separate species, CH3N3O2 in total. Source: OMol25; level of theory: ωB97M-V/def2-TZVPD.

Output
HOMO-LUMO gap = 10.03 eV
strongest force on any atom = 4.55 eV/A
lowest unoccupied orbital energy = 0.1332 eV
DFT total energy = -354.484461 Eh
SMILES = [H]/N=N\[H].O=C=NO
energy relative to the best compared isomer or geometry (same formula, charge and spin) = 522.72 kJ/mol

Structure (XYZ):
```
9
Properties=species:S:1:pos:R:3:lowdin_charge:R:1
H 0.806 -0.762 -1.941 0.04
N 0.803 -0.619 -0.957 0.02
N 1.203 -1.635 -0.420 -0.01
H 1.375 -2.531 -0.809 0.04
O -1.107 2.253 -2.921 0.13
C -1.025 2.130 -1.752 -0.30
N -1.393 1.796 -0.633 0.03
O -0.874 1.608 0.598 0.02
H -0.331 0.877 0.435 0.03
```